Record 1
96
Properties=species:S:1:pos:R:3 method="wB97M-V/def2-TZVPD" s2=0.804 orbital_gap_ev="4.301 / 5.455" charge=-2 multiplicity=2 relative_energy_ev=0.5350 lumo_energy_ha="0.168 / 0.162"
Hg 0.23227 -0.18013 0.24759
Se 2.08399 -1.55917 2.13899
N 6.34351 -3.63380 2.35094
N -1.43365 -0.12514 1.69932
N 0.52078 1.98821 0.73090
N -0.92308 -1.79122 -0.79142
N 1.04622 0.31628 -1.75320
C 0.68040 4.74748 3.18932
C -3.89546 -1.88542 3.85542
C 0.14780 2.54593 1.90422
C -0.56612 5.62875 3.06650
C -2.88935 -0.96445 3.24137
C -0.78756 1.95048 2.81937
C 1.89663 6.06787 -0.41191
C 3.77466 -2.37877 2.18637
C -2.41774 -2.28405 1.10625
C 5.20202 -4.32918 2.29865
C 1.64296 3.93529 0.92226
C 2.53425 5.08722 0.57684
C -1.48542 0.76095 2.72550
C 1.42325 2.78003 0.10883
C 0.39684 -1.75736 -2.87485
C -5.30060 -1.69418 3.27898
C 2.49249 1.16142 -3.30072
C -0.55583 -2.34291 -1.96984
C 3.42441 2.12982 -3.95786
C -3.83310 2.04008 4.75980
C 1.09952 -0.57099 -2.77867
C 2.02970 2.47429 -1.15801
C -1.27484 -3.56633 -2.13564
C -4.49229 -4.46018 -1.08195
C 2.03712 -0.02035 -3.77982
C 1.85209 1.38200 -1.98708
C 4.97551 -1.65148 2.23334
C -1.82928 -2.58059 -0.17300
C -2.82147 0.91330 4.98582
C -2.23623 -1.19419 1.93585
C -3.04882 -4.81673 -0.71520
C -2.01177 -3.96295 -4.52167
C -1.19738 -4.46904 -3.32720
C 3.93985 -3.77306 2.21562
C -2.07636 -3.71627 -1.00445
C 6.19018 -2.30520 2.31413
C 1.25122 -0.43961 -6.13590
C 2.34689 -0.66950 -5.09152
C 0.83985 3.78845 2.05133
C -2.43603 0.21863 3.71855
C 2.69110 3.30436 -4.61122
H 0.98526 6.49664 0.01090
H 2.81146 5.62766 1.48767
H 3.30020 -0.29519 -5.47618
H -4.81854 -3.57989 -0.52462
H 3.47245 4.71353 0.15268
H -3.10385 -3.04084 1.47656
H -5.65611 -0.67821 3.46414
H -0.95820 2.51917 3.72928
H 1.61527 5.55167 -1.33179
H -3.43247 2.77997 4.06536
H -3.23589 0.18937 5.69354
H -1.92421 1.32552 5.45723
H -4.56797 -4.21810 -2.14443
H 5.30515 -5.41210 2.32084
H -6.01542 -2.39439 3.72043
H -1.54627 -5.47062 -3.05576
H -5.18278 -5.28173 -0.86561
H 1.47677 -0.95184 -7.07544
H 2.08302 3.83177 -3.87492
H -0.15253 -4.58839 -3.63393
H -3.06850 -3.88497 -4.25633
H -3.00630 -5.07448 0.34843
H -1.92182 -4.62668 -5.38762
H 1.13955 0.62657 -6.34461
H 4.94009 -0.56965 2.20700
H 4.12796 2.51472 -3.21351
H -4.08591 2.54639 5.69565
H 0.63243 4.19386 4.13320
H 2.57544 6.88717 -0.66972
H 2.73456 3.21991 -1.51578
H -2.75474 -5.72288 -1.25490
H 3.06549 -4.41028 2.17282
H 3.39044 4.01762 -5.05642
H 0.29101 -0.80318 -5.76716
H -3.57932 -2.92024 3.69459
H -3.92199 -1.73802 4.93905
H 2.01965 2.94730 -5.39509
H -1.46586 5.01126 3.03332
H -5.29266 -1.84623 2.19854
H 2.47838 -1.74486 -4.93892
H 4.02629 1.61321 -4.71135
H -0.53534 6.20703 2.14030
H 7.10680 -1.72029 2.35015
H -0.65637 6.32609 3.90554
H 0.58697 -2.33899 -3.77275
H 1.56616 5.38690 3.26153
H -4.75341 1.64633 4.32291
H -1.67748 -2.96622 -4.81573


Record 2
19
Properties=species:S:1:pos:R:3 method="wB97M-V/def2-TZVPD" smiles="[H]/N=C/NCCC.O" orbital_gap_ev=10.063 relative_energy_ev=1.4408 lumo_energy_ha=0.036
O -0.94782 3.58323 -2.11089
N -1.24426 2.14144 0.52584
N 0.46496 0.51157 0.03780
C 1.08889 -0.57693 0.76663
C -0.17534 1.48338 0.75675
C 0.16098 -1.82462 0.73234
C 0.35649 -2.60535 -0.57449
H -0.02622 -2.07976 -1.45454
H 0.36594 1.64618 1.69379
H 2.06370 -0.81895 0.33271
H 1.14385 -0.25755 1.80809
H 1.42315 -2.79808 -0.70666
H -0.82042 -1.40780 0.98800
H 0.09701 0.31479 -0.87878
H -0.07672 -3.60575 -0.59270
H 0.45852 -2.51306 1.52976
H -1.60819 2.48162 1.39943
H -1.66223 3.48584 -2.74711
H -1.06226 2.83979 -1.50597


Record 3
57
Properties=species:S:1:pos:R:3 method="wB97M-V/def2-TZVPD" orbital_gap_ev=6.699 charge=-1 lumo_energy_ha=0.056
Cs 2.29299 1.15154 3.46627
O -0.71297 -2.96442 2.34398
O -2.59774 1.65705 2.57653
O 3.04716 -1.99143 4.32617
N -0.15744 0.95227 -2.20077
C -0.96316 -0.06115 -2.90790
C 0.54770 1.75733 -3.20783
C -0.96898 1.80683 -1.30098
C 1.82366 1.14378 -3.74685
C 1.85167 -2.75774 4.28034
C -2.11233 2.57049 -1.94075
C -2.08405 -3.10577 2.10659
C -3.73187 0.83237 2.39427
C -1.60389 -1.10417 -2.00540
B 2.43336 -1.55448 -1.38381
B 0.10088 -0.18352 1.42235
B 2.99325 2.54082 0.07090
Li 1.02304 0.36064 -0.66930
H -0.46912 -2.05490 2.13337
H -1.77596 0.46498 -3.43089
H 2.42717 1.55370 -0.34160
H -2.18664 -0.66246 -1.19870
H -2.30511 -1.70313 -2.59326
H -2.50242 3.39240 -1.34186
H -1.35896 1.09506 -0.57029
H 1.04630 -0.71996 1.87545
H 4.05172 2.15904 0.53628
H -2.40306 -4.10708 2.39502
H -4.62307 1.32224 2.79439
H 2.48805 -0.36985 -1.40476
H -2.70999 -2.40134 2.68287
H -1.83197 1.07201 2.67547
H -1.79680 2.99801 -2.89949
H 0.40823 0.82867 0.94885
H -0.32031 -0.55115 -3.63389
H 1.00817 -2.15309 3.94882
H -2.96593 1.93874 -2.20031
H 1.58525 -1.86745 -0.55725
H 3.44061 -2.08402 -0.97314
H 2.60109 1.08860 -2.98877
H -3.62149 -0.12254 2.91363
H 2.16786 1.74426 -4.59179
H -0.49748 -0.85576 0.62852
H 2.29809 3.16074 0.83828
H 3.62480 -2.15898 3.57736
H -3.90747 0.67797 1.32371
H -0.30199 2.42308 -0.69480
H -2.35422 -2.90812 1.05989
H -0.67083 0.05197 2.31090
H 0.79972 2.72580 -2.76126
H 1.91740 -3.62538 3.62545
H 1.99676 -1.98392 -2.43453
H -0.84126 -1.76207 -1.58693
H -0.10727 2.03154 -4.05271
H 1.66584 0.11841 -4.08716
H 3.20833 3.31888 -0.83440
H 1.63470 -3.12533 5.28570


Record 4
16
Properties=species:S:1:pos:R:3 method="wB97M-V/def2-TZVPD" orbital_gap_ev=8.400 relative_energy_ev=2.4951 lumo_energy_ha=-0.001
Cl -1.08331 2.09163 -1.15567
P -1.17063 0.75636 0.29472
O -1.41023 1.35693 1.62582
N 0.90412 -0.40708 0.35038
C 1.29883 -0.89938 -0.91005
C 1.63234 0.68950 0.99506
C -2.37529 -0.62923 -0.19550
H -1.87229 -1.44769 0.25808
H -3.23761 -0.34515 0.37158
H -2.57006 -0.74285 -1.25603
H 2.60896 0.43465 1.25209
H 1.69187 1.36494 0.11226
H 1.25265 1.15412 1.86890
H 0.38241 -1.55647 -1.26099
H 2.13174 -1.61573 -0.63547
H 1.81650 -0.20456 -1.71518


Record 5
7
Properties=species:S:1:pos:R:3 method="wB97M-V/def2-TZVPD" smiles="C=NC(=O)F" orbital_gap_ev=10.176 relative_energy_ev=0.9343 lumo_energy_ha=-0.002
F 0.42547 0.96692 -1.68222
O 1.60131 -0.98144 -1.44250
N -0.15110 -0.20282 -0.04643
C 0.77553 -0.24854 -1.05359
C -0.71808 0.01745 1.07530
H -1.86262 0.28762 1.09255
H -0.07051 0.16082 2.05688


Record 6
22
Properties=species:S:1:pos:R:3 method="wB97M-V/def2-TZVPD" orbital_gap_ev=10.029 relative_energy_ev=2.2243 lumo_energy_ha=0.019
S -0.72253 -1.44689 0.42705
O -0.19899 -2.53589 -0.37369
O -2.56926 1.65259 0.32473
O -3.48353 -0.36839 0.49379
N -0.63628 0.79066 -1.21762
C -1.54179 -0.27593 -0.79936
C -2.68369 0.35598 0.01281
C 0.77739 0.73044 1.41066
C 0.76434 0.35879 -1.02977
C 0.82810 -0.38396 0.35878
C 2.16737 -1.20711 0.46273
H 0.08719 1.63646 1.07325
H 0.21064 0.23188 2.35149
H 2.25499 -1.42322 1.48027
H -1.99866 -0.93867 -1.47386
H -0.68316 1.06339 -2.14218
H 2.11530 -2.05808 -0.28615
H 2.89951 -0.42459 0.15900
H 1.74982 1.16410 1.70600
H 1.45485 1.29133 -0.98113
H -1.89269 2.04448 -0.12298
H 1.10109 -0.25737 -1.83383


Record 7
17
Properties=species:S:1:pos:R:3 method="wB97M-V/def2-TZVPD" orbital_gap_ev=6.080 charge=-1 relative_energy_ev=0.9600 lumo_energy_ha=0.105
S -0.19016 0.39328 1.40155
O -2.87653 2.17903 1.38648
O 3.02348 -0.73208 1.71296
O -2.28591 -2.77404 0.02096
O 1.57743 -0.97934 -5.75386
C 0.73078 1.63839 0.42810
H -1.51544 -2.15539 -0.04241
H 1.39503 -0.21609 -5.18778
H 2.13621 -0.59504 1.32709
H 1.46836 1.23993 -0.28188
H 1.14263 2.43486 1.05173
H -2.57300 2.85959 0.77367
H 3.50714 -0.13503 1.15686
H -2.00984 1.77691 1.61402
H 1.50477 -1.73165 -5.16978
H 0.07932 2.18728 -0.27205
H -1.87152 -3.54717 0.43646


Record 8
9
Properties=species:S:1:pos:R:3 method="wB97M-V/def2-TZVPD" s2=2.008 orbital_gap_ev="8.830 / 9.130" charge=+2 multiplicity=3 lumo_energy_ha="-0.374 / -0.401"
Ce 2.50915 -0.90247 -0.30762
O 2.68727 1.24777 -0.03060
O 0.34350 -0.57823 0.72881
C -0.89715 -0.70482 0.50924
C -1.52372 0.04686 -0.50078
H -2.60709 0.00174 -0.59882
H -1.43868 -1.53791 0.97970
H -0.91297 0.68906 -1.13576
H 1.83971 1.73800 0.35582


Record 9
88
Properties=species:S:1:pos:R:3 method="wB97M-V/def2-TZVPD" orbital_gap_ev=8.399 lumo_energy_ha=0.017
Br -6.25208 2.98860 3.36715
Ni -0.18906 0.07947 -0.52278
P 0.19487 2.26619 -0.84156
P -0.22377 -2.05871 -1.13811
O -0.96300 0.01149 1.23892
O -1.58505 0.18350 3.36503
N 1.86697 -1.14108 -2.31206
N 1.76723 1.11708 -2.55348
C -3.19687 0.71800 1.73225
C 1.24324 3.00776 0.50845
C -1.28275 3.32465 -1.28668
C -0.92572 4.64636 -1.97974
C -0.02920 -4.74497 -0.16611
C -5.71701 1.60585 0.94350
C -5.20843 1.91878 2.19622
C -2.14030 3.63145 -0.05750
C 2.80067 -0.77106 -3.27667
C 3.55960 1.28584 -4.33060
C 0.58878 -2.83915 1.31284
C 1.42729 -2.44967 -1.89985
C 4.50611 -0.85984 -4.94018
C -4.95376 0.82519 0.08821
C 2.73631 0.63500 -3.43047
C -0.85664 -1.62352 -3.80948
C 4.44539 0.52037 -5.08799
C -1.47598 -3.87967 -2.94496
C 1.49954 4.50714 0.36588
C -1.37668 -2.39499 -2.58669
C -1.81818 -3.25902 0.78656
C -1.81205 0.28562 2.16642
C -0.39435 -3.31093 0.22601
C 3.68562 -1.52216 -4.02787
C -2.77762 -1.85429 -2.28963
C -3.96825 1.47002 2.61199
C 0.61586 2.71205 1.87679
C -3.69420 0.39413 0.48034
C -2.09203 2.45657 -2.26075
C 2.58019 2.25098 0.43934
C 1.25808 2.44990 -2.36643
B 1.15293 0.02043 -1.87376
H 2.42717 1.17529 0.54604
H -6.69393 1.96450 0.64943
H 3.21520 2.58607 1.26371
H -2.54889 -3.65874 0.08114
H -2.96511 3.01792 -2.60647
H 2.25796 4.80021 1.09710
H 0.66549 2.77894 -3.22197
H -3.07410 -0.19764 -0.17273
H 1.62329 -2.86309 0.95979
H -0.77561 -0.55415 -3.60756
H 0.52127 1.64394 2.05647
H -3.43693 -2.10200 -3.12708
H 1.87002 4.78323 -0.62305
H 2.09416 -2.89926 -1.16004
H -1.50769 2.16904 -3.13874
H 0.11113 -1.98052 -4.16182
H 0.60285 5.08981 0.57852
H -0.36912 3.16026 1.99350
H -0.73772 -5.19371 -0.85770
H 3.12022 2.42855 -0.49330
H -1.57310 -1.75621 -4.62530
H -2.35767 2.73912 0.52819
H 3.51149 2.36176 -4.44834
H -2.44663 1.54951 -1.76977
H -1.86812 -3.86860 1.69298
H 5.20302 -1.43049 -5.53982
H -1.85900 5.16588 -2.21695
H 1.26364 3.13545 2.65036
H 2.05340 3.18357 -2.20491
H -2.10002 -2.24068 1.05804
H -0.39203 4.50330 -2.91927
H 1.33879 -3.14316 -2.74016
H -3.57823 1.69354 3.59530
H -0.02570 -5.35452 0.74219
H -2.75906 -0.76751 -2.19662
H -2.02114 -4.44070 -2.18598
H -3.09500 4.05223 -0.38805
H 5.09526 1.00990 -5.80154
H -5.34419 0.55954 -0.88738
H 0.51946 -3.52252 2.16465
H -3.21266 -2.27851 -1.38517
H 0.96978 -4.81042 -0.60178
H -2.02890 -3.97422 -3.88385
H 0.34649 -1.83705 1.66073
H -0.33785 5.30673 -1.34614
H -1.66401 4.36841 0.59004
H 3.74164 -2.59745 -3.90730
H -0.49930 -4.34476 -3.08797


Record 10
11
Properties=species:S:1:pos:R:3 method="wB97M-V/def2-TZVPD" smiles="CC#CC(N)=O" orbital_gap_ev=10.740 relative_energy_ev=1.1730 lumo_energy_ha=0.032
O 1.86571 -1.75942 0.01984
N 2.49206 0.39576 -0.37063
C 0.20367 -0.12003 -0.01254
C -2.43061 0.12323 0.24317
C 1.58400 -0.58319 -0.11058
C -0.98460 0.04580 0.09327
H -2.81372 1.12605 0.03899
H 2.21560 1.36343 -0.36379
H 3.47092 0.15552 -0.35583
H -2.90128 -0.58496 -0.44599
H -2.70174 -0.16217 1.26409


Record 11
23
Properties=species:S:1:pos:R:3 method="wB97M-V/def2-TZVPD" s2=2.025 orbital_gap_ev="5.651 / 6.471" multiplicity=3 relative_energy_ev=0.0000 lumo_energy_ha="0.012 / -0.090"
S -0.08140 -2.16579 0.12047
S 3.05409 0.81048 1.16011
N 2.56451 0.09706 -1.85352
C 2.30168 1.35374 2.57693
C -2.56114 -1.85880 0.51611
C 1.59594 0.33036 -1.08962
C -0.91536 -0.88197 -0.82470
C -0.16185 -0.05891 -1.67193
C 1.56773 0.75650 0.27367
C -0.54124 0.64583 -2.71834
C -2.23610 -0.86780 -0.39626
C 0.54136 1.30451 1.00005
C 1.00066 1.71152 2.34245
C -1.47087 -2.52504 1.01126
H 0.21272 2.13453 3.03884
H -3.61918 -1.85596 0.75866
H -1.56515 -3.20029 1.75660
H 0.05351 1.29184 -3.32671
H -1.56527 0.43522 -3.19669
H -0.46578 1.40211 0.68562
H 2.76980 1.45928 3.46229
H 2.29401 -0.20369 -2.79791
H -2.77269 -0.11473 -0.82738


Record 12
15
Properties=species:S:1:pos:R:3 method="wB97M-V/def2-TZVPD" smiles="O=C1CC[C@@H]1CO" orbital_gap_ev=10.473 relative_energy_ev=1.9494 lumo_energy_ha=0.031
O 2.35157 0.53630 0.75297
O -1.61469 -2.22763 -0.30293
C -1.29551 -1.11044 -0.00812
C 1.59512 -0.45167 0.04135
C -1.97590 0.35308 -0.14033
C -0.55670 0.82087 -0.42054
C 0.09170 -0.29492 0.36617
H -0.34802 0.68138 -1.48972
H 3.29341 0.35184 0.60248
H -2.72955 0.65984 -0.88647
H 1.74282 -0.28270 -1.03594
H -0.17819 1.76616 -0.06026
H -2.34136 0.68250 0.84156
H 1.95237 -1.44673 0.30357
H 0.01294 -0.03790 1.43623


Calculated total energy readings, ordered: -4419.82323, -344.33207, -748.91755, -1051.19220, -307.21274, -913.82373, -743.87838, -703.49081, -6260.08222, -285.37148, -1275.46493, -345.73332 Eh
Molecular weight readings, ordered: 890.42, 104.15, 381.70, 141.54, 75.04, 177.23, 119.16, 200.17, 692.09, 83.09, 219.33, 100.12 g/mol